This record from the Open Molecules 2025 dataset describes a molecular structure, C6H14N2O2Sn in a non-equilibrium geometry. The level of theory is the ωB97M-V functional and the def2-TZVPD basis.

charge: +2
relative energy (zero: lowest compared OMol25 entry of this formula, charge and spin): 24.9 kcal per mole
total energy: -19338.7572 eV

```
25
Properties=species:S:1:pos:R:3:nbo_charge:R:1
Sn -2.103 0.381 0.284 1.79
O -1.176 -0.947 2.379 -0.84
O -1.909 1.794 -2.002 -0.81
N 0.014 -2.824 2.209 -0.53
N 0.041 1.993 -3.167 -0.53
C 1.260 -3.589 2.226 -0.43
C -0.164 -1.620 2.763 0.72
C -0.887 3.950 -2.127 -0.72
C 0.720 -1.169 3.887 -0.72
C -0.962 2.493 -2.462 0.71
C 0.050 0.648 -3.731 -0.44
H -0.933 0.344 -4.077 0.24
H 2.049 -3.013 2.698 0.23
H 0.131 4.329 -2.044 0.25
H 0.099 -0.561 4.540 0.27
H 0.851 2.588 -3.244 0.43
H -1.373 4.540 -2.907 0.28
H -0.796 -3.048 1.646 0.41
H 1.039 -2.047 4.446 0.26
H 1.133 -4.482 2.838 0.24
H 0.476 -0.123 -3.088 0.20
H 0.698 0.751 -4.601 0.25
H -1.417 4.144 -1.197 0.24
H 1.616 -0.672 3.518 0.26
H 1.544 -3.859 1.213 0.23
```